18
Properties=species:S:1:pos:R:3:forces:R:3:lowdin_charge:R:1 method="wB97M-V/def2-TZVPD" lumo_energy_ev=0.90 spin_multiplicity=1 total_energy_ha=-327.10466 max_force_ev_per_a=2.6 homo_lumo_gap_ev=9.9 smiles="CCN(C)C(C)=O"
C 0.56195 2.18210 -0.28839 0.004 -0.112 0.737 -0.065
C -0.24224 1.31941 0.68981 -0.263 -0.623 -0.320 -0.219
N -0.58029 0.00221 0.15352 -0.510 -0.757 0.352 -0.130
C -1.91225 -0.17590 -0.41825 0.291 0.379 0.103 -0.041
C 0.29963 -1.03208 -0.01244 1.237 1.752 -1.534 -0.514
C 1.62854 -0.98169 0.71850 -0.612 -1.073 0.778 0.002
O 0.15961 -1.85152 -0.90536 -0.585 -0.765 0.606 0.039
H 0.03055 2.55579 -1.16149 -0.133 -0.269 0.000 0.073
H 1.41394 1.56588 -0.57946 0.083 0.317 -0.286 0.071
H 0.92200 3.04174 0.28177 0.137 0.069 -0.210 0.074
H 0.36210 1.18387 1.58279 -0.145 0.118 0.213 0.103
H -1.20864 1.73868 0.97090 0.230 0.384 0.131 0.112
H -2.64374 0.21450 0.29357 -0.041 0.011 -0.128 0.084
H -2.00320 0.35306 -1.36791 -0.141 -0.005 -0.081 0.091
H -2.09778 -1.23066 -0.58515 0.050 -0.024 -0.050 0.084
H 2.35176 -1.46374 0.07247 0.252 0.372 -0.149 0.084
H 1.51336 -1.68898 1.54936 0.073 0.119 0.119 0.090
H 1.94626 -0.04283 1.15613 0.073 0.107 -0.283 0.062